No. 1
Density functional theory data (wB97M-V/def2-TZVPD) for a molecular structure, C17H17F11N5O2PtSTe.

ORCA input file:
```
! RIJCOSX wB97M-V def2-TZVPD def2/J DEFGRID3
* xyz 1 5
Pt 0.22651 0.84242 -0.61694
C 1.73164 0.52451 3.59660
C 1.56222 0.55940 2.12408
N 0.65141 1.28494 1.50597
N -0.06090 2.12518 2.21552
C -0.64925 3.10095 1.42917
N -1.45560 3.90804 2.10748
S -0.28213 3.34050 -0.18865
C 2.50615 -0.11458 1.23149
C 3.54686 -0.88204 1.71913
C 4.48827 -1.37552 0.81959
C 4.36796 -1.05090 -0.51282
C 3.28034 -0.27873 -0.93165
N 2.36798 0.15406 -0.08394
H 1.01345 1.16572 4.09355
H 2.74393 0.82963 3.86362
H 1.59399 -0.50317 3.94316
H -1.52331 3.82387 3.11056
H -1.89933 4.68507 1.64576
H 3.63497 -1.08398 2.77667
H 5.30660 -1.98982 1.16948
H 5.08599 -1.39553 -1.24347
H 3.13477 -0.02616 -1.97095
F 0.18487 0.96352 -5.40809
Te 0.84409 1.51660 -3.79311
F 1.91762 0.00926 -3.84422
F -0.40734 2.87510 -3.87132
F 2.10324 2.50590 -4.67451
F -0.49465 0.43279 -3.00847
O 1.39624 1.97428 -2.11167
C -4.79877 0.98451 -0.38969
C -4.05109 0.47921 0.65962
C -2.67262 0.49373 0.56339
N -2.04152 1.00041 -0.49799
C -2.76009 1.51393 -1.50518
C -4.14056 1.51334 -1.48929
H -5.87987 0.96556 -0.35382
H -4.51959 0.05062 1.53415
H -2.04622 0.06952 1.33554
H -2.21040 1.93612 -2.33405
H -4.68207 1.92353 -2.32967
C 0.39783 -3.22449 1.01663
C -0.40858 -2.33829 0.06397
O -0.16320 -1.00586 0.36858
C -0.02878 -2.71538 -1.38496
F -0.77381 -2.09328 -2.29840
F 1.25394 -2.36817 -1.62313
F -0.12018 -4.02944 -1.60217
C -1.90969 -2.63731 0.28287
F -2.21528 -3.92426 0.09200
F -2.24122 -2.33332 1.55471
F -2.70217 -1.90812 -0.51446
H 1.45837 -3.09752 0.80391
H 0.14166 -4.27755 0.91959
H 0.19733 -2.89881 2.03583
*
```

Properties
<S²> ... 6.037
Kohn-Sham gap (spin up / spin down) ... 7.2439 / 5.9415 eV
E_LUMO (spin up / spin down) ... -4.34 / -6.56 eV

No. 2
Density functional theory data (wB97M-V/def2-TZVPD) for a gas-phase ion, C5H12NO (charge -1).

ORCA input file:
```
! RIJCOSX wB97M-V def2-TZVPD def2/J DEFGRID3
* xyz -1 1
C 0.45528 -1.99026 -1.16976
C 0.83800 -0.93573 -0.16711
C 0.12929 0.40479 -0.42753
C -1.43205 0.22587 -0.22648
O -1.75997 -0.50393 0.83651
N 0.73367 1.54303 0.27734
C 0.25769 1.53539 1.71133
H 0.72810 -3.03317 -0.99369
H -0.60935 -1.92874 -1.41903
H 0.95279 -1.77471 -2.13233
H 0.57895 -1.39509 0.79110
H 1.87786 -0.60238 -0.25051
H 0.23393 0.50238 -1.52783
H -1.92556 1.23940 -0.14280
H -1.81045 -0.15729 -1.25348
H 0.19388 2.32693 -0.07624
H -0.76997 1.83612 1.90232
H 0.95580 2.20722 2.23045
H 0.37211 0.50017 2.03775
*
```

Properties
SMILES string ... CC[C@@H](C[O-])NC
Kohn-Sham gap ... 6.6992 eV
E_LUMO ... 4.39 eV

No. 3
Density functional theory data (wB97M-V/def2-TZVPD) for a single C11H13NO molecule.

ORCA input file:
```
! RIJCOSX wB97M-V def2-TZVPD def2/J DEFGRID3
* xyz 0 1
C 2.59394 1.31599 1.19078
C 1.64098 0.18674 0.67456
C 1.71623 -0.23301 -0.73932
C 1.62116 -1.64347 -1.10641
C 0.49752 0.53483 -0.29358
N 0.29703 1.89098 -0.78076
O -1.05695 2.11899 -0.41157
C -1.72275 0.97160 -0.17357
C -3.10015 0.86083 -0.23554
C -3.52992 -0.45989 -0.06979
C -2.64797 -1.44949 0.34297
C -1.31268 -1.27898 0.51190
C -0.77909 -0.07599 0.02229
H 3.58529 0.89489 0.84164
H 2.41154 1.32454 2.28964
H 2.38140 2.30785 0.65506
H 1.51233 -0.64391 1.37256
H 2.45145 0.30020 -1.37716
H 2.44921 -2.09152 -0.56981
H 1.86306 -1.84491 -2.14775
H 0.56064 -2.00596 -0.94475
H 0.79325 2.50677 -0.09069
H -3.76327 1.70237 -0.37719
H -4.54682 -0.65364 -0.14367
H -3.15417 -2.37935 0.68821
H -0.76125 -2.15645 0.87197
*
```

Properties
SMILES string ... C[C@@H]1[C@@H](C)C12NOc1ccccc12
Kohn-Sham gap ... 8.4728 eV
E_LUMO ... 0.91 eV

No. 4
Density functional theory data (wB97M-V/def2-TZVPD) for a molecular structure, C5H7Br9Cl4.

ORCA input file:
```
! RIJCOSX wB97M-V def2-TZVPD def2/J DEFGRID3
* xyz 0 1
C 0.75215 4.22377 3.02829
Cl 0.20368 5.90681 2.93807
Cl 2.13892 4.12887 4.12244
H -0.04320 3.54316 3.32394
H 1.03853 3.84043 2.05134
C 0.11367 0.09683 -0.05762
Cl 1.47032 -0.20335 -1.19221
Cl -0.13990 1.81574 0.30158
H -0.77357 -0.27435 -0.55234
H 0.33397 -0.46144 0.84292
C -4.07172 -0.50909 -0.29435
Br -2.99758 -0.85649 -1.89094
Br -4.62881 1.36197 -0.32783
Br -3.06441 -0.99793 1.32031
H -4.97958 -1.09195 -0.32724
C -0.15968 -3.47125 2.04405
Br -0.13606 -4.62124 3.62917
Br -1.40195 -4.19019 0.74547
Br 1.65195 -3.16001 1.35639
H -0.52583 -2.51135 2.37872
C 2.98021 -0.51234 -4.59732
Br 2.49291 -2.10144 -5.59772
Br 2.32815 1.15502 -5.33992
Br 4.89976 -0.57329 -4.28209
H 2.51807 -0.53689 -3.62311
*
```

Properties
Kohn-Sham gap ... 9.5344 eV
E_LUMO ... -0.76 eV

No. 5
Density functional theory data (wB97M-V/def2-TZVPD) for 7 unconnected molecules or ions with the total composition C24H41ClO21S.

ORCA input file:
```
! RIJCOSX wB97M-V def2-TZVPD def2/J DEFGRID3
* xyz 0 1
O 1.56772 4.10444 -2.24508
S 2.10404 2.77258 -2.19085
O 3.14535 2.59617 -3.49797
Cl 2.54904 2.20013 -5.02514
O 0.96980 1.72917 -2.72017
C -0.36004 2.17149 -2.62064
C -0.98095 2.66142 -3.74957
C -2.29446 3.09776 -3.63474
C -2.94338 3.04963 -2.40803
C -2.30070 2.56293 -1.27755
C -0.99705 2.10615 -1.39320
H -0.43632 2.71303 -4.68526
H -2.79285 3.49242 -4.51173
H -3.96742 3.39512 -2.32929
H -2.79658 2.54094 -0.31453
H -0.44601 1.72708 -0.53855
C -2.94960 1.91851 4.20103
O -3.22730 1.41304 2.89085
C -3.97830 0.30977 2.87237
O -4.41094 -0.26230 3.83751
O -4.15252 -0.05149 1.60304
C -4.93984 -1.23913 1.42450
H -2.33736 2.80299 4.05150
H -3.87224 2.18616 4.71163
H -2.40211 1.18323 4.78747
H -5.94087 -1.09476 1.82520
H -4.46204 -2.08675 1.91378
H -4.98675 -1.40736 0.35183
C 0.03939 7.19741 3.80104
O -0.83078 7.32944 2.67450
C -0.70828 6.35646 1.77015
O 0.04538 5.42037 1.84688
O -1.56295 6.59488 0.78088
C -1.51835 5.62814 -0.27769
H -0.17188 8.04945 4.43992
H -0.16345 6.27215 4.33706
H 1.08081 7.21802 3.48633
H -1.75308 4.64198 0.10483
H -0.53737 5.61914 -0.75087
H -2.26683 5.93391 -1.00259
C -1.19627 -5.69474 4.68346
O -0.36432 -4.57666 4.34899
C -0.92865 -3.71049 3.51190
O -2.02864 -3.80063 3.03124
O -0.07415 -2.71162 3.29173
C -0.52739 -1.79118 2.29303
H -0.61569 -6.29639 5.37588
H -2.11443 -5.35804 5.15930
H -1.43228 -6.27702 3.79428
H -1.48063 -1.35076 2.57943
H -0.62385 -2.29566 1.33266
H 0.23062 -1.01703 2.22255
C -3.62235 -3.95481 -0.10342
O -3.35307 -3.78132 -1.49831
C -4.14522 -2.89042 -2.08921
O -5.01578 -2.25441 -1.55069
O -3.80770 -2.81249 -3.37451
C -4.57966 -1.87460 -4.13036
H -2.90980 -4.68733 0.26178
H -3.48149 -3.01781 0.43111
H -4.63683 -4.31854 0.04876
H -4.45607 -0.86880 -3.73324
H -5.63281 -2.14811 -4.11966
H -4.19388 -1.92332 -5.14393
C 9.58431 4.80141 -3.32457
O 8.83729 4.43505 -4.48749
C 7.74544 3.71351 -4.23083
O 7.37202 3.36973 -3.13979
O 7.14384 3.44086 -5.38553
C 5.94366 2.66782 -5.25385
H 10.43123 5.37666 -3.68600
H 8.97913 5.41062 -2.65617
H 9.93402 3.91541 -2.79839
H 5.21532 3.20421 -4.65440
H 6.16160 1.70290 -4.79958
H 5.56482 2.52526 -6.26098
C 4.13407 -9.15988 1.18506
O 3.40783 -7.99590 0.78112
C 2.83504 -7.33196 1.78473
O 2.88673 -7.63650 2.94829
O 2.19580 -6.27991 1.28080
C 1.53677 -5.46913 2.26372
H 4.53762 -9.58803 0.27266
H 4.94437 -8.89134 1.85982
H 3.47315 -9.87505 1.67068
H 2.25674 -5.05739 2.96680
H 0.79311 -6.05686 2.79164
H 1.06351 -4.66297 1.71062
*
```

Properties
Kohn-Sham gap ... 9.1742 eV
E_LUMO ... -0.60 eV

No. 6
Density functional theory data (wB97M-V/def2-TZVPD) for 2 unconnected molecules or ions with the total composition H2.

ORCA input file:
```
! RIJCOSX wB97M-V def2-TZVPD def2/J DEFGRID3
* xyz 0 1
H 0.00000 0.00000 0.63134
H 0.00000 0.00000 -0.63134
*
```

Properties
Kohn-Sham gap ... 12.7373 eV
E_LUMO ... 0.60 eV

Question: Which formula does entry 5 have?
Answer: C24H41ClO21S

What did the fourth record say?
Density functional theory data (wB97M-V/def2-TZVPD) for a molecular structure, C5H7Br9Cl4.

ORCA input file:
```
! RIJCOSX wB97M-V def2-TZVPD def2/J DEFGRID3
* xyz 0 1
C 0.75215 4.22377 3.02829
Cl 0.20368 5.90681 2.93807
Cl 2.13892 4.12887 4.12244
H -0.04320 3.54316 3.32394
H 1.03853 3.84043 2.05134
C 0.11367 0.09683 -0.05762
Cl 1.47032 -0.20335 -1.19221
Cl -0.13990 1.81574 0.30158
H -0.77357 -0.27435 -0.55234
H 0.33397 -0.46144 0.84292
C -4.07172 -0.50909 -0.29435
Br -2.99758 -0.85649 -1.89094
Br -4.62881 1.36197 -0.32783
Br -3.06441 -0.99793 1.32031
H -4.97958 -1.09195 -0.32724
C -0.15968 -3.47125 2.04405
Br -0.13606 -4.62124 3.62917
Br -1.40195 -4.19019 0.74547
Br 1.65195 -3.16001 1.35639
H -0.52583 -2.51135 2.37872
C 2.98021 -0.51234 -4.59732
Br 2.49291 -2.10144 -5.59772
Br 2.32815 1.15502 -5.33992
Br 4.89976 -0.57329 -4.28209
H 2.51807 -0.53689 -3.62311
*
```

Properties
Kohn-Sham gap ... 9.5344 eV
E_LUMO ... -0.76 eV

What did the sixth record say?
Density functional theory data (wB97M-V/def2-TZVPD) for 2 unconnected molecules or ions with the total composition H2.

ORCA input file:
```
! RIJCOSX wB97M-V def2-TZVPD def2/J DEFGRID3
* xyz 0 1
H 0.00000 0.00000 0.63134
H 0.00000 0.00000 -0.63134
*
```

Properties
Kohn-Sham gap ... 12.7373 eV
E_LUMO ... 0.60 eV